A) CH3IOS2 | ωB97M-V/def2-TZVPD

## Properties
HOMO-LUMO gap = 7.26 eV
LUMO level = -1.86 eV
structure (SMILES) = C[S@@](=O)(=S)I
HOMO = -9.115 eV

Geometry as ORCA input:
```
! wB97M-V def2-TZVPD RIJCOSX def2/J DEFGRID3
* xyz 0 1
C 0.92 -0.07 0.22
S -0.87 -0.02 -0.03
O -1.52 -0.55 1.11
S -1.33 2.11 -0.34
I -1.20 -1.62 -1.75
H 1.37 -0.06 -0.70
H 1.16 0.92 0.55
H 1.47 -0.71 0.95
*
```

B) CH3IOS2 | ωB97M-V/def2-TZVPD

## Properties
HOMO-LUMO gap (alpha / beta) = 6.81 / 7.52 eV
LUMO level (alpha / beta) = -2.29 / -1.56 eV
HOMO (alpha / beta) = -9.102 / -9.078 eV

Geometry as ORCA input:
```
! wB97M-V def2-TZVPD RIJCOSX def2/J DEFGRID3
* xyz 0 1
C 0.05 0.16 -0.92
O -1.09 1.35 1.76
S 2.11 -0.96 1.32
S 0.40 -0.15 0.86
I -2.08 0.33 -1.16
H 0.57 1.15 -1.24
H 0.33 -0.63 -1.48
H -0.29 -1.24 0.86
*
```

C) CH3IOS2 | ωB97M-V/def2-TZVPD

## Properties
HOMO-LUMO gap (alpha / beta) = 7.35 / 6.52 eV
LUMO level (alpha / beta) = -1.60 / -2.27 eV
HOMO (alpha / beta) = -8.949 / -8.792 eV

Geometry as ORCA input:
```
! wB97M-V def2-TZVPD RIJCOSX def2/J DEFGRID3
* xyz 0 1
C -0.43 -0.10 -0.07
O 0.12 -2.64 0.78
S -1.69 -1.21 -0.76
S -0.94 -2.96 -0.18
I -3.79 0.48 0.13
H 0.51 -0.33 -0.37
H -0.47 -0.13 1.09
H -0.44 0.96 -0.37
*
```

D) CH3IOS2 | ωB97M-V/def2-TZVPD

## Properties
HOMO-LUMO gap = 7.36 eV
LUMO level = -1.73 eV
HOMO = -9.087 eV

Geometry as ORCA input:
```
! wB97M-V def2-TZVPD RIJCOSX def2/J DEFGRID3
* xyz 0 1
C -0.43 1.18 0.51
O 1.27 -0.41 -1.26
S -1.24 -0.36 0.82
S 0.21 -1.41 -1.14
I 1.06 -3.41 -0.10
H 0.24 0.83 -0.22
H 0.13 1.75 1.36
H -1.25 1.83 0.02
*
```

Stability verdict: C), ahead by 5.9 kJ/mol

A) C10H19NO2Si | ωB97M-V/def2-TZVPD

## Properties
HOMO-LUMO gap = 9.47 eV
LUMO level = 0.51 eV
structure (SMILES) = CC1=CC[C@@H]([Si](C)(C)C)[C@H]([N+](=O)[O-])C1
HOMO = -8.952 eV

Geometry as ORCA input:
```
! wB97M-V def2-TZVPD RIJCOSX def2/J DEFGRID3
* xyz 0 1
C 1.80 3.19 0.03
C 1.34 1.77 0.11
C 0.93 1.33 1.30
C 0.50 -0.07 1.75
C 0.26 -0.86 0.52
Si -1.54 -0.89 -0.16
C -2.30 0.88 -0.71
C -2.59 -1.66 1.28
C -1.58 -2.17 -1.52
C 1.25 -0.65 -0.66
N 2.54 -1.15 -0.33
O 2.78 -2.28 -0.67
O 3.24 -0.51 0.43
C 1.45 0.84 -1.04
H 2.46 3.33 -0.85
H 2.39 3.61 0.86
H 1.09 3.96 -0.20
H 0.89 2.00 2.16
H 1.22 -0.42 2.44
H -0.37 -0.08 2.31
H 0.60 -1.98 0.68
H -2.08 1.11 -1.77
H -3.39 0.87 -0.50
H -2.01 1.70 -0.02
H -2.90 -2.59 0.94
H -1.90 -1.81 2.19
H -3.53 -1.22 1.64
H -1.57 -3.20 -0.96
H -2.37 -2.07 -2.30
H -0.66 -2.34 -2.04
H 0.81 -1.03 -1.57
H 0.80 1.25 -1.79
H 2.43 1.13 -1.50
*
```

B) C10H19NO2Si | ωB97M-V/def2-TZVPD

## Properties
HOMO-LUMO gap = 9.43 eV
LUMO level = 0.22 eV
structure (SMILES) = CC1=CC[C@@H]([Si](C)(C)C)[C@H]([N+](=O)[O-])C1
HOMO = -9.210 eV

Geometry as ORCA input:
```
! wB97M-V def2-TZVPD RIJCOSX def2/J DEFGRID3
* xyz 0 1
C -1.52 3.14 0.83
C -1.07 1.84 0.32
C -0.55 1.83 -0.86
C -0.27 0.46 -1.64
C -0.29 -0.84 -0.84
Si 1.42 -1.15 -0.06
C 2.45 0.49 -0.20
C 2.23 -2.43 -1.15
C 1.25 -1.91 1.84
C -1.53 -0.71 0.39
N -2.77 -0.57 -0.32
O -3.13 -1.43 -1.14
O -3.49 0.39 -0.11
C -1.29 0.65 1.15
H -1.24 3.36 1.80
H -2.66 3.19 0.80
H -1.22 3.99 0.18
H -0.34 2.76 -1.43
H -1.03 0.45 -2.39
H 0.67 0.60 -2.31
H -0.56 -1.67 -1.45
H 1.86 1.39 -0.03
H 3.26 0.47 0.54
H 2.85 0.46 -1.27
H 2.06 -3.41 -0.63
H 1.83 -2.47 -2.16
H 3.31 -2.26 -1.17
H 0.85 -2.99 1.80
H 2.28 -2.02 2.30
H 0.70 -1.27 2.61
H -1.40 -1.68 0.92
H -0.43 0.51 1.91
H -2.23 0.86 1.74
*
```

Stability verdict: B), ahead by 11.8 kJ/mol

A) C5H7NS | ωB97M-V/def2-TZVPD

## Properties
HOMO-LUMO gap = 9.12 eV
LUMO level = 0.87 eV
structure (SMILES) = C=C1SC[C@@H]2N[C@@H]12
HOMO = -8.252 eV

Geometry as ORCA input:
```
! wB97M-V def2-TZVPD RIJCOSX def2/J DEFGRID3
* xyz 0 1
C 1.31 -1.50 1.22
C 0.57 -0.78 0.28
S -1.21 -0.93 0.13
C -1.37 0.97 -0.48
C 0.06 1.25 0.10
N 1.22 1.64 -0.68
C 0.85 0.26 -0.80
H 2.36 -1.62 1.11
H 0.98 -2.08 2.08
H -2.31 1.64 -0.17
H -1.45 1.05 -1.60
H 0.27 1.24 1.20
H 1.93 1.80 -0.13
H 0.48 0.13 -1.77
*
```

B) C5H7NS | ωB97M-V/def2-TZVPD

## Properties
HOMO-LUMO gap = 9.45 eV
LUMO level = 0.91 eV
HOMO = -8.535 eV

Geometry as ORCA input:
```
! wB97M-V def2-TZVPD RIJCOSX def2/J DEFGRID3
* xyz 0 1
C 0.61 1.18 -0.19
C 0.65 0.36 0.96
C 0.62 -0.08 -1.01
C -0.51 -0.88 -0.50
C -0.48 -0.58 0.87
H -0.31 1.72 -0.50
H 1.48 1.69 -0.29
H 0.86 0.84 1.97
H 0.89 0.20 -2.09
H -0.90 -1.80 -0.89
H -2.31 -0.77 0.03
H -0.88 -1.08 1.68
N -1.60 -0.06 -0.11
S 1.89 -0.73 0.07
*
```

C) C5H7NS | ωB97M-V/def2-TZVPD

## Properties
HOMO-LUMO gap = 7.62 eV
LUMO level = -0.20 eV
structure (SMILES) = C=C/C(C=S)=C\N
HOMO = -7.822 eV

Geometry as ORCA input:
```
! wB97M-V def2-TZVPD RIJCOSX def2/J DEFGRID3
* xyz 0 1
C -2.42 -0.81 -0.98
C -1.43 -1.06 -0.10
C -0.22 -0.31 0.13
C 0.26 0.58 -0.91
S 1.53 1.63 -0.97
C 0.61 -0.49 1.25
N 0.12 -1.17 2.34
H -3.31 -1.44 -1.13
H -2.21 0.11 -1.69
H -1.69 -1.93 0.53
H -0.32 0.46 -1.82
H 1.61 -0.12 1.40
H -0.97 -1.32 2.37
H 0.70 -1.20 3.15
*
```

Stability verdict: C), ahead by 172.3 kJ/mol

A) C5H7NS | ωB97M-V/def2-TZVPD

## Properties
HOMO-LUMO gap = 8.73 eV
LUMO level = 0.38 eV
structure (SMILES) = C=CN(C=C)C=S
HOMO = -8.353 eV

Geometry as ORCA input:
```
! wB97M-V def2-TZVPD RIJCOSX def2/J DEFGRID3
* xyz 0 1
C 0.84 2.25 0.01
C 0.16 1.28 -0.61
N -0.14 0.04 0.01
C -0.17 -1.18 -0.81
C -0.25 -2.43 -0.42
C -0.51 0.12 1.33
S -0.84 -1.05 2.41
H 1.00 3.16 -0.51
H 1.28 2.15 0.98
H -0.25 1.37 -1.65
H 0.05 -0.88 -1.83
H -0.36 -3.22 -1.22
H -0.19 -2.74 0.62
H -0.63 1.12 1.68
*
```

B) C5H7NS | ωB97M-V/def2-TZVPD

## Properties
HOMO-LUMO gap = 8.46 eV
LUMO level = 0.81 eV
HOMO = -7.644 eV

Geometry as ORCA input:
```
! wB97M-V def2-TZVPD RIJCOSX def2/J DEFGRID3
* xyz 0 1
C 0.39 -1.47 -1.33
C -0.51 -0.60 -0.55
C -1.93 0.14 0.86
C -0.84 0.78 1.19
C 0.21 0.39 0.13
H 0.83 -2.22 -0.37
H 1.47 -0.80 -1.83
H -0.07 -1.93 -2.41
H -2.60 -0.99 -0.85
H -2.68 0.15 1.67
H -0.47 1.13 2.26
H 1.54 2.02 0.50
N -1.72 -0.82 -0.14
S 1.88 0.81 0.01
*
```

Stability verdict: A), ahead by 201.5 kJ/mol

A) C4H9N2O | ωB97M-V/def2-TZVPD

## Properties
HOMO-LUMO gap = 9.94 eV
LUMO level = -4.03 eV
HOMO = -13.971 eV

Geometry as ORCA input:
```
! wB97M-V def2-TZVPD RIJCOSX def2/J DEFGRID3
* xyz 1 1
C -0.46 -1.93 -0.03
C -0.45 -0.57 -0.61
C -0.64 -0.15 -1.95
N 0.02 1.01 -2.14
C 0.73 1.30 -1.03
N 0.11 0.56 -0.09
H -1.36 -2.54 0.05
H 0.10 -1.95 0.94
H 0.26 -2.45 -0.69
H -1.27 -0.69 -2.66
H -0.02 1.55 -3.01
H 1.03 2.32 -0.80
H 0.19 0.84 0.88
H 0.99 1.51 4.03
H 0.54 0.18 3.39
O 0.23 1.02 3.72
*
```

B) C4H9N2O | ωB97M-V/def2-TZVPD

## Properties
HOMO-LUMO gap = 8.92 eV
LUMO level = -4.72 eV
structure (SMILES) = C[C@H](N=O)[NH+]1CC1
HOMO = -13.642 eV

Geometry as ORCA input:
```
! wB97M-V def2-TZVPD RIJCOSX def2/J DEFGRID3
* xyz 1 1
C -0.86 -1.88 0.08
C -0.79 -0.05 0.15
N -1.87 0.55 -0.60
O -2.98 0.49 -0.14
N 0.37 0.43 -0.46
C 1.14 1.58 0.05
C 1.73 0.18 0.12
H -1.65 -1.99 0.75
H -1.09 -2.05 -0.90
H 0.18 -2.01 0.13
H -1.01 0.23 1.28
H 0.12 0.25 -1.47
H 0.71 2.05 1.05
H 1.50 2.37 -0.73
H 2.61 -0.01 -0.46
H 1.91 -0.15 1.16
*
```

Stability verdict: A), ahead by 507.5 kJ/mol

A) C4H9N2O | ωB97M-V/def2-TZVPD

## Properties
HOMO-LUMO gap = 10.30 eV
LUMO level = -3.19 eV
HOMO = -13.498 eV

Geometry as ORCA input:
```
! wB97M-V def2-TZVPD RIJCOSX def2/J DEFGRID3
* xyz 1 1
C -0.73 1.24 -2.46
C -0.40 0.86 -1.01
C 0.36 -0.31 -0.77
N 0.72 -0.31 0.48
C 0.27 0.73 1.12
N -0.53 1.48 0.25
H -1.17 2.22 -2.48
H 0.21 1.08 -3.06
H -1.54 0.60 -2.81
H 1.01 -1.03 -1.26
H 1.06 -1.20 1.02
H 0.83 1.05 2.01
H -0.94 2.31 0.74
H -0.43 -3.22 1.38
H 0.70 -3.32 2.57
O 0.25 -2.73 1.93
*
```

B) C4H9N2O | ωB97M-V/def2-TZVPD

## Properties
HOMO-LUMO gap = 7.11 eV
LUMO level = -4.84 eV
HOMO = -11.947 eV

Geometry as ORCA input:
```
! wB97M-V def2-TZVPD RIJCOSX def2/J DEFGRID3
* xyz 1 1
C -0.08 0.26 -1.81
C 0.15 0.08 1.36
C 0.75 -1.09 1.70
C -1.02 0.74 -1.03
N 2.00 -1.46 1.35
N -2.14 1.18 -0.60
O 0.19 0.60 -3.06
H 0.66 -0.43 -1.41
H -0.83 0.28 1.76
H 0.72 0.90 0.96
H 0.18 -1.86 2.20
H 2.65 -0.77 1.02
H 2.40 -2.28 1.76
H -0.45 1.20 -3.46
H -2.18 1.99 0.01
H -3.00 0.66 -0.74
*
```

C) C4H9N2O | ωB97M-V/def2-TZVPD

## Properties
HOMO-LUMO gap = 10.46 eV
LUMO level = -3.87 eV
structure (SMILES) = C=N[C@@]1(C)O[N@H+]1C
HOMO = -14.331 eV

Geometry as ORCA input:
```
! wB97M-V def2-TZVPD RIJCOSX def2/J DEFGRID3
* xyz 1 1
C 2.24 0.08 -0.47
N 1.11 -0.27 -0.85
C -0.19 0.45 -0.76
C -0.13 1.69 0.17
O -1.20 -0.05 -1.55
N -1.25 -0.49 -0.16
C -0.99 -1.72 0.50
H 2.42 0.94 0.22
H 3.11 -0.58 -0.62
H 0.31 1.21 1.04
H -1.10 2.13 0.40
H 0.46 2.48 -0.20
H -1.82 0.16 0.28
H -0.80 -1.42 1.47
H -0.23 -2.45 0.06
H -1.96 -2.16 0.47
*
```

Stability verdict: A), ahead by 205.8 kJ/mol

A) C4H9N2O | ωB97M-V/def2-TZVPD

## Properties
HOMO-LUMO gap = 6.60 eV
LUMO level = -7.62 eV
HOMO = -14.218 eV

Geometry as ORCA input:
```
! wB97M-V def2-TZVPD RIJCOSX def2/J DEFGRID3
* xyz 1 1
C -1.06 1.61 0.44
C -0.37 0.51 -0.29
C -0.69 0.07 -1.60
N 0.20 -0.88 -1.98
C 0.85 -1.24 -0.72
N 0.64 -0.14 0.21
H -1.73 2.21 -0.19
H -0.46 2.21 1.09
H -1.77 0.80 0.74
H -1.68 0.15 -2.07
H 0.82 -0.42 -2.66
H 0.21 -2.01 -0.24
H 1.08 -0.22 3.52
H 0.77 -0.11 2.01
H 1.82 -1.75 -0.74
O 0.37 -0.03 2.90
*
```

B) C4H9N2O | ωB97M-V/def2-TZVPD

## Properties
HOMO-LUMO gap = 11.42 eV
LUMO level = -4.18 eV
structure (SMILES) = C[C@]1(O)N=CC[NH2+]1
HOMO = -15.595 eV

Geometry as ORCA input:
```
! wB97M-V def2-TZVPD RIJCOSX def2/J DEFGRID3
* xyz 1 1
C 1.64 -0.66 0.80
C 0.55 0.18 0.19
O 1.28 1.12 -1.06
N -0.19 1.02 0.91
C -1.43 0.92 0.67
C -1.75 -0.18 -0.38
N -0.40 -0.63 -0.76
H 2.47 0.03 1.08
H 2.10 -1.39 -0.04
H 1.31 -1.23 1.62
H 1.67 1.75 -0.50
H -2.23 1.56 1.00
H -2.22 -0.92 0.32
H -2.41 0.28 -1.20
H -0.40 -1.64 -0.92
H -0.01 -0.22 -1.70
*
```

Stability verdict: B), ahead by 130.4 kJ/mol

A) C2H11NO5 | ωB97M-V/def2-TZVPD

## Properties
HOMO-LUMO gap = 10.57 eV
LUMO level = 0.32 eV
structure (SMILES) = O=CNCO.O.O.O
HOMO = -10.249 eV

Geometry as ORCA input:
```
! wB97M-V def2-TZVPD RIJCOSX def2/J DEFGRID3
* xyz 0 1
O 1.42 1.39 0.00
C 2.06 0.42 -0.01
N 1.55 -0.82 -0.44
C 0.10 -1.02 -0.56
O -0.08 -2.39 -0.38
H 3.11 0.31 0.29
H 2.00 -1.62 -0.23
H -0.65 -0.62 0.14
H -0.17 -0.64 -1.53
H -0.27 -2.98 -1.28
O -2.59 -0.41 3.27
H -1.96 -1.24 3.15
H -2.67 -0.15 2.32
O 1.23 1.35 -2.76
H 1.30 1.54 -1.87
H 0.31 1.19 -2.92
O -2.46 1.27 0.71
H -3.15 1.93 0.79
H -1.82 1.91 0.89
*
```

B) C2H11NO5 | ωB97M-V/def2-TZVPD

## Properties
HOMO-LUMO gap = 10.47 eV
LUMO level = 0.42 eV
structure (SMILES) = O=CNCO.O.O.O
HOMO = -10.051 eV

Geometry as ORCA input:
```
! wB97M-V def2-TZVPD RIJCOSX def2/J DEFGRID3
* xyz 0 1
O -0.76 -1.03 1.44
C -1.00 -1.55 0.35
N -0.51 -1.15 -0.82
C 0.38 0.00 -1.02
O -0.06 0.64 -2.18
H -1.67 -2.43 0.34
H -0.87 -1.53 -1.67
H 0.33 0.78 -0.24
H 1.43 -0.39 -1.15
H 0.04 0.23 -3.04
O -1.76 2.74 -0.22
H -1.13 2.28 -0.80
H -1.29 2.66 0.63
O 1.73 -1.94 0.50
H 1.47 -1.34 1.22
H 2.21 -2.66 0.91
O 0.26 1.71 1.59
H 0.92 2.15 2.14
H 0.27 0.83 2.00
*
```

Stability verdict: B), ahead by 116.7 kJ/mol